{"formula": "C20H21N4O7RhSSe2", "method": "ωB97M-V/def2-TZVPD", "symbols": ["Rh", "N", "C", "S", "N", "N", "C", "C", "C", "C", "C", "C", "C", "O", "H", "H", "H", "H", "H", "H", "H", "O", "C", "C", "C", "O", "C", "Se", "C", "Se", "H", "H", "H", "H", "H", "H", "H", "H", "H", "H", "O", "C", "O", "C", "C", "C", "C", "C", "C", "N", "O", "O", "H", "H", "H", "H"], "xyz": [[0.605, -0.714, 0.808], [-2.182, -4.032, 0.647], [-1.081, -3.198, 0.511], [-0.551, -2.354, 1.941], [-0.514, -3.143, -0.647], [0.617, -2.323, -0.589], [1.642, -2.744, -1.224], [2.979, -2.221, -1.045], [3.933, -2.475, -2.037], [5.265, -2.163, -1.876], [5.666, -1.609, -0.650], [4.765, -1.378, 0.358], [3.370, -1.650, 0.213], [2.581, -1.434, 1.195], [-2.396, -4.265, 1.602], [-2.174, -4.816, 0.013], [1.504, -3.616, -1.866], [3.595, -2.934, -2.963], [5.981, -2.343, -2.668], [6.710, -1.353, -0.495], [5.072, -0.942, 1.300], [-3.431, -0.263, 4.567], [-3.267, 1.083, 4.121], [-2.161, 1.203, 3.061], [-2.013, 2.737, 2.859], [-1.903, 3.212, 1.542], [-0.885, 0.597, 3.655], [0.770, 0.849, 2.645], [-2.639, 0.443, 1.816], [-1.504, 0.331, 0.211], [-4.139, -0.273, 5.216], [-3.003, 1.728, 4.973], [-4.207, 1.453, 3.689], [-1.158, 3.068, 3.466], [-2.907, 3.234, 3.261], [-1.337, 2.596, 1.039], [-1.039, -0.464, 3.843], [-0.695, 1.073, 4.623], [-3.549, 0.919, 1.439], [-2.885, -0.574, 2.115], [2.398, 2.571, -1.330], [1.640, 1.607, -1.197], [1.736, 0.704, -0.312], [0.552, 1.479, -2.265], [0.033, 0.252, -2.650], [-0.918, 0.159, -3.662], [-1.371, 1.297, -4.300], [-0.836, 2.518, -3.909], [0.119, 2.629, -2.916], [-1.297, 3.731, -4.596], [-2.128, 3.609, -5.486], [-0.831, 4.803, -4.261], [0.367, -0.638, -2.140], [-1.321, -0.810, -3.929], [-2.118, 1.261, -5.078], [0.541, 3.583, -2.639]], "e_tot_ha": -6832.08870, "de_lowest_ev": 0.156, "total_charge": -2, "homo_ev": -1.354}


{"formula": "C20H22B2BrF3N4O9S", "method": "ωB97M-V/def2-TZVPD", "symbols": ["C", "O", "B", "O", "C", "C", "N", "C", "S", "C", "B", "O", "O", "C", "C", "C", "O", "Br", "C", "N", "C", "O", "C", "C", "C", "O", "C", "C", "C", "C", "F", "C", "F", "F", "N", "C", "H", "H", "H", "H", "H", "H", "H", "H", "H", "H", "H", "H", "H", "H", "H", "H", "H", "H", "H", "C", "N", "O", "O", "H", "H", "H"], "xyz": [[-5.072, -0.191, -4.100], [-4.316, -0.030, -2.864], [-3.453, -1.154, -2.710], [-3.945, -2.472, -2.564], [-1.839, -0.973, -2.645], [-1.060, -1.127, -3.874], [-1.702, -1.466, -5.146], [-1.927, -0.420, -5.784], [-1.784, 0.748, -6.891], [0.449, -0.954, -3.735], [1.301, -1.172, -5.102], [2.040, -0.139, -5.734], [1.281, -2.498, -5.597], [1.066, -0.645, -2.465], [2.613, -0.500, -2.382], [3.139, 0.952, -2.650], [2.571, 1.963, -2.414], [4.963, 1.085, -3.468], [0.256, -0.489, -1.195], [0.968, -0.233, -0.029], [0.095, -0.167, 1.002], [0.659, 0.046, 2.282], [1.020, 1.474, 2.314], [2.574, 1.723, 2.406], [3.182, 1.973, 0.947], [2.808, 2.955, 3.143], [-1.393, -0.335, 0.943], [-2.283, -0.279, 2.243], [-2.092, 1.035, 3.094], [-3.248, 1.282, 4.128], [-4.532, 1.642, 3.753], [-3.020, 1.186, 5.472], [-2.193, 0.237, 6.025], [-3.609, 2.016, 6.394], [-2.045, -0.579, -0.222], [-1.197, -0.659, -1.319], [-5.424, 0.807, -4.486], [-4.372, -0.649, -4.858], [-5.932, -0.916, -3.972], [-4.605, -2.683, -3.248], [2.984, -0.315, -5.531], [1.328, -2.497, -6.570], [3.172, -1.184, -3.085], [2.968, -0.786, -1.348], [0.600, 1.966, 1.398], [0.513, 1.956, 3.206], [3.128, 0.923, 2.955], [3.695, 1.038, 0.570], [2.362, 2.269, 0.233], [3.949, 2.799, 1.007], [1.989, 3.474, 3.210], [-2.181, -1.226, 2.852], [-3.361, -0.281, 1.894], [-1.179, 0.868, 3.740], [-1.865, 1.953, 2.488], [2.564, -1.852, 5.642], [3.918, -1.323, 5.328], [4.010, -0.530, 4.409], [4.837, -1.724, 6.014], [1.848, -1.410, 4.953], [2.598, -2.933, 5.523], [2.334, -1.575, 6.669]], "e_tot_ha": -4992.91064, "total_charge": 0, "homo_ev": -9.084}


{"formula": "C20H22BCl5HfN3PSe", "method": "ωB97M-V/def2-TZVPD", "symbols": ["Hf", "Cl", "C", "C", "C", "Cl", "C", "Cl", "C", "Cl", "C", "Cl", "C", "N", "C", "C", "N", "C", "C", "Se", "H", "H", "H", "H", "H", "H", "H", "H", "C", "P", "C", "C", "C", "C", "C", "C", "C", "H", "H", "H", "H", "H", "H", "H", "H", "H", "H", "H", "B", "C", "N", "H", "H", "H"], "xyz": [[0.461, 0.415, 0.938], [0.193, 0.056, 3.617], [1.958, -0.052, 3.390], [2.358, 0.184, 2.089], [3.736, 0.147, 1.876], [4.373, 0.407, 0.284], [4.631, -0.112, 2.913], [6.312, -0.149, 2.625], [4.147, -0.349, 4.212], [5.228, -0.670, 5.482], [2.773, -0.321, 4.471], [2.132, -0.594, 6.024], [-3.454, -1.037, -0.156], [-2.634, -2.111, -0.729], [-3.018, -2.890, -1.802], [-2.062, -3.827, -1.976], [-1.103, -3.613, -1.007], [0.069, -4.475, -0.815], [-1.465, -2.565, -0.252], [-0.611, -1.987, 1.325], [-4.067, -0.622, -0.951], [-2.808, -0.266, 0.255], [-4.088, -1.437, 0.632], [-3.940, -2.714, -2.329], [-1.983, -4.634, -2.684], [0.568, -4.603, -1.772], [-0.255, -5.439, -0.430], [0.739, -4.002, -0.103], [-0.895, -0.431, -3.235], [0.154, -0.154, -1.795], [1.826, -0.720, -2.220], [0.302, 1.612, -1.531], [1.415, 2.048, -0.786], [1.465, 3.357, -0.278], [0.423, 4.229, -0.526], [-0.675, 3.803, -1.276], [-0.756, 2.506, -1.747], [-1.910, -0.082, -3.053], [-0.932, -1.500, -3.446], [-0.465, 0.102, -4.083], [2.319, -0.050, -2.927], [1.748, -1.712, -2.669], [2.462, -0.835, -1.341], [2.316, 1.435, -0.708], [2.339, 3.677, 0.274], [0.457, 5.241, -0.148], [-1.487, 4.492, -1.467], [-1.644, 2.195, -2.281], [-3.199, 3.347, 1.788], [-1.998, 2.434, 1.537], [-1.113, 1.695, 1.315], [-2.895, 4.409, 1.293], [-3.344, 3.374, 2.984], [-4.102, 2.788, 1.201]], "e_tot_ha": -6055.68750, "de_lowest_ev": 0.132, "total_charge": 2, "homo_ev": -14.492}